[1]
DFT (ωB97M-V/def2-TZVPD) results for a molecular structure, C2H7S2 in a non-equilibrium geometry.

CARTESIAN COORDINATES (ANGSTROEM)
C (2.0034, -0.9203, 0.6091)
S (1.4820, 0.6805, 0.0655)
H (2.6991, -0.8313, 1.4322)
H (1.1445, -1.5598, 0.9807)
H (2.5618, -1.4503, -0.1854)
H (-0.0412, 0.6786, 0.2102)
C (-1.7903, -0.7141, -1.1898)
S (-1.6480, 0.3013, 0.2793)
H (-2.3936, -0.1686, -1.9914)
H (-0.7914, -0.8460, -1.5537)
H (-2.1961, -1.7155, -1.0106)

Properties
* E_tot: -876.6889 hartree
* ⟨S²⟩: 0.761
* 2S+1: 2
* relative energy (zero: lowest compared OMol25 entry of this formula, charge and spin): 0.596 eV
* Kohn-Sham gap (spin up / spin down): 10.07 / 6.55 eV

=====

[2]
DFT (ωB97M-V/def2-TZVPD) results for a gas-phase ion, C4H8IN6 (charge +1) in a non-equilibrium geometry.

CARTESIAN COORDINATES (ANGSTROEM)
N (0.1535, 2.2587, 0.1114)
C (0.4362, 1.0076, 0.1134)
N (1.6072, 0.4078, 0.1689)
C (1.8400, -1.0150, -0.1899)
N (0.7564, -1.4266, -1.0052)
N (-0.4755, -1.2575, -0.5103)
N (-0.9822, -2.0243, 0.5374)
N (-1.7559, -1.3518, 1.1991)
C (-1.9846, 0.0426, 0.6941)
I (-4.0043, 0.3613, -0.1296)
C (-0.7836, 0.1988, -0.3487)
H (-0.6705, 2.6584, -0.3452)
H (0.7744, 2.9128, 0.4042)
H (2.4720, 0.8114, 0.5300)
H (2.1084, -1.5197, 0.7184)
H (2.9148, -1.0824, -0.7144)
H (0.9348, -2.1782, -1.5693)
H (-2.0657, 0.6225, 1.5328)
H (-1.2754, 0.5734, -1.1971)

Properties
* E_tot: -783.0867 hartree
* relative energy (zero: lowest compared OMol25 entry of this formula, charge and spin): 0.152 eV
* Kohn-Sham gap: 8.87 eV
* net charge: +1
* SMILES string: [NH2+]=C1NCNN2N=N[C@H](I)[C@@H]12

=====

[3]
DFT (ωB97M-V/def2-TZVPD) results for a molecular structure, C30H44BrCoN3P2 in a non-equilibrium geometry.

CARTESIAN COORDINATES (ANGSTROEM)
C (-1.0649, 5.5876, -2.4472)
C (-1.3631, 4.3177, -3.0081)
C (-1.5258, 4.2006, -4.4023)
C (-1.0774, 5.2778, -5.2002)
N (-0.6602, 6.4156, -4.6385)
C (-0.6588, 6.6216, -3.3142)
C (-1.3510, 3.1305, -2.1986)
C (-0.6394, 2.5964, -1.1941)
C (0.3413, 2.0523, -0.3368)
C (1.3931, 2.6130, 0.4865)
C (2.1434, 1.7907, 1.2791)
C (1.7026, 0.3926, 1.6001)
C (0.5769, -0.0960, 0.7784)
C (0.1523, 0.6428, -0.2813)
Co (-1.8944, 1.3634, -1.8465)
P (2.9594, -0.8810, 1.1981)
H (-1.8389, 3.2351, -4.8125)
H (-1.0406, 5.6687, -1.3571)
H (-1.0463, 5.1589, -6.2972)
H (-0.3227, 7.5752, -2.8644)
H (-0.2192, 0.1533, -1.2119)
H (1.5715, 3.6977, 0.4696)
H (0.0945, -1.0623, 0.9103)
H (2.9363, 2.1547, 1.9327)
C (2.4363, -2.3976, 2.0214)
C (3.1510, -3.7013, 1.5810)
H (1.3505, -2.4958, 1.8792)
H (2.5557, -2.2158, 3.1036)
H (2.8425, -4.5128, 2.2683)
H (2.8755, -4.0189, 0.5539)
H (4.2566, -3.6271, 1.6210)
C (3.2228, -1.1859, -0.5834)
C (3.6704, 0.0110, -1.4182)
H (2.2886, -1.6109, -0.9900)
H (3.9880, -1.9805, -0.6215)
H (3.7881, -0.3096, -2.4592)
H (2.9310, 0.8187, -1.3997)
H (4.6440, 0.4037, -1.0964)
C (4.4650, -0.1835, 1.9049)
C (5.6166, -1.1676, 1.9939)
H (4.1715, 0.1918, 2.8966)
H (4.7165, 0.6887, 1.2796)
H (6.5082, -0.6245, 2.3193)
H (5.4104, -1.9532, 2.7248)
H (5.8215, -1.6348, 1.0258)
Br (1.3113, 0.3353, 3.5449)
P (-2.2324, -2.3847, -1.3639)
C (-0.5223, -3.0632, -1.3451)
C (-0.4279, -4.5934, -1.3507)
H (-0.0176, -2.6524, -0.4589)
H (-0.0248, -2.6420, -2.2294)
H (0.6207, -4.8967, -1.3934)
H (-0.8513, -5.0449, -0.4503)
H (-0.9295, -5.0401, -2.2123)
C (-2.5026, -1.9675, 0.3933)
C (-3.6730, -2.7711, 0.9493)
H (-2.6059, -0.8760, 0.4981)
H (-1.5978, -2.2345, 0.9617)
H (-3.7185, -2.6684, 2.0323)
H (-4.6159, -2.4475, 0.5131)
H (-3.5464, -3.8303, 0.7210)
C (-2.2281, -0.9450, -2.4435)
C (-3.0667, -1.3007, -3.6869)
H (-1.1906, -0.7848, -2.7796)
H (-2.7117, -0.0527, -1.8525)
H (-3.4086, -0.3846, -4.1774)
H (-2.4503, -1.8505, -4.4135)
H (-3.9445, -1.9147, -3.4310)
N (-1.8202, -1.1168, 3.1669)
C (-2.4057, 0.1310, 3.0800)
C (-3.2436, 0.5744, 4.1221)
C (-3.6260, 1.9143, 4.1021)
C (-3.2491, 2.7057, 3.0010)
C (-2.5959, 2.0838, 1.9350)
N (-2.1304, 0.8288, 1.9805)
H (-0.8133, -1.1479, 3.0005)
H (-2.0498, -1.6637, 3.9815)
H (-3.5590, -0.1464, 4.8623)
H (-4.1748, 2.3408, 4.9353)
H (-3.4870, 3.7788, 2.9499)
H (-2.3901, 2.6267, 1.0087)

Properties
* E_tot: -5972.5347 hartree
* ⟨S²⟩: 3.847
* 2S+1: 4
* relative energy (zero: lowest compared OMol25 entry of this formula, charge and spin): 0.620 eV
* Kohn-Sham gap (spin up / spin down): 6.72 / 5.35 eV
* net charge: +2